Below is a single C4H8O molecule, with properties calculated with the ωB97M-V functional and the def2-TZVPD basis.

```
13
Properties=species:S:1:pos:R:3:forces:R:3:lowdin_charge:R:1
C 1.993 0.351 -0.047 0.8 0.3 0.4 -0.117
C 0.892 -0.701 -0.118 -0.8 0.1 -0.6 -0.229
C -0.409 -0.206 0.509 0.3 0.7 -0.9 -0.288
C -1.723 -0.343 -0.118 -0.5 -0.1 -1.1 -0.136
O -1.046 0.918 -0.179 0.2 -0.8 0.2 -0.068
H 2.074 0.742 1.013 0.2 -0.5 -1.1 0.088
H 1.749 1.236 -0.672 0.2 -0.6 0.2 0.077
H 2.980 -0.112 -0.386 -1.2 0.8 0.5 0.089
H 0.717 -1.022 -1.170 0.0 0.4 0.6 0.121
H 1.196 -1.603 0.396 0.1 -0.3 0.3 0.101
H -0.368 -0.002 1.568 0.0 -0.2 0.3 0.135
H -2.662 -0.345 0.439 0.4 0.0 0.2 0.105
H -1.843 -0.842 -1.114 0.4 0.3 0.9 0.122
```
Positions in Å, forces in eV/Å.

SMILES string: CC[C@@H]1CO1
Frontier orbital gap in eV: 11.369
Relative energy (zero: lowest compared OMol25 entry of this formula, charge and spin) in kJ/mol: 131.84
2S+1: 1

=====

Below is 2 unconnected molecules or ions with the total composition C12H14NO4S2, with properties calculated with the ωB97M-V functional and the def2-TZVPD basis.

```
33
Properties=species:S:1:pos:R:3:forces:R:3:lowdin_charge:R:1
C -0.304 -2.602 1.983 0.2 0.1 0.2 -0.099
C -1.185 -1.731 1.105 0.2 0.6 0.3 -0.290
O -1.082 -0.452 1.834 0.2 -0.7 0.4 -0.280
C -1.735 0.685 1.488 -0.5 -1.0 -0.9 -1.446
S -1.776 1.933 2.595 0.6 0.4 0.5 0.483
S -2.512 0.641 0.020 -0.5 0.4 -0.9 0.469
H -0.229 -3.658 1.698 -0.2 0.2 -0.2 0.069
H 0.698 -2.154 1.987 -0.1 -0.3 0.1 0.073
H -0.706 -2.543 2.998 0.1 -0.1 -0.1 0.060
H -0.796 -1.638 0.079 -0.2 0.2 0.4 0.090
H -2.219 -2.113 1.057 0.3 0.5 0.1 0.091
C -3.936 6.011 8.021 -0.2 -0.5 -0.6 -0.073
O -4.647 5.833 6.784 0.3 0.0 0.6 -0.100
C -4.585 4.618 6.176 0.0 -1.2 -0.7 -0.269
C -5.335 4.503 4.981 0.4 0.4 1.0 -0.011
C -5.322 3.342 4.249 0.3 -1.0 -0.2 -0.023
C -4.559 2.209 4.636 0.1 1.1 1.3 -0.236
C -4.507 1.035 3.791 0.5 -1.2 0.0 -0.045
C -3.861 -0.126 4.109 -0.4 1.6 1.0 -0.063
N -3.879 -1.195 3.208 -0.7 -2.3 -2.8 -0.351
O -3.200 -2.248 3.389 -1.3 2.3 0.4 0.007
O -4.623 -1.061 2.205 1.3 -0.6 1.6 0.006
C -3.866 2.312 5.871 -0.4 -0.1 -1.0 -0.017
C -3.863 3.482 6.623 -0.4 0.7 0.0 -0.016
H -4.140 7.034 8.343 0.0 -0.2 -0.1 0.085
H -4.316 5.294 8.772 0.3 0.3 -0.2 0.095
H -2.853 5.877 7.846 -0.4 0.0 0.2 0.098
H -5.913 5.374 4.695 0.0 -0.1 -0.2 0.113
H -5.925 3.269 3.344 0.2 0.1 0.1 0.119
H -5.019 1.118 2.825 0.3 -0.2 0.4 0.129
H -3.299 -0.304 5.030 -0.2 0.0 -0.6 0.125
H -3.312 1.442 6.220 0.0 0.3 0.0 0.107
H -3.302 3.498 7.553 -0.1 0.1 -0.2 0.098
```
Positions in Å, forces in eV/Å.

Frontier orbital gap in eV: 5.273
Net charge: -1
2S+1: 1

=====

Below is a single C6H5N3O2 molecule, with properties calculated with the ωB97M-V functional and the def2-TZVPD basis.

```
16
Properties=species:S:1:pos:R:3:forces:R:3:lowdin_charge:R:1
C -1.129 0.703 0.137 -1.1 -0.1 1.3 -0.058
C 1.156 1.553 0.176 1.3 1.8 0.1 -0.083
C -1.692 -0.485 -0.120 -1.5 0.3 0.4 -0.142
C 0.259 0.579 -0.144 1.3 -1.8 -1.6 -0.208
C 0.495 -0.767 -0.788 -3.4 4.3 2.1 0.150
C 2.764 -1.200 -0.298 1.1 1.5 0.5 -0.459
N 2.441 1.795 -0.225 -0.4 0.9 1.2 0.011
N -0.756 -1.253 -0.656 1.0 -5.5 -1.3 -0.015
N 3.408 1.202 -0.657 0.0 0.8 0.3 0.077
O 2.709 -1.214 0.886 -0.4 -0.4 1.6 0.100
O 3.195 -0.172 -1.019 -0.2 -1.6 -2.1 -0.053
H -1.768 1.322 0.762 1.0 1.0 -0.4 0.122
H 0.736 2.395 0.758 0.5 -0.5 -0.4 0.123
H -2.689 -0.883 0.142 0.8 0.3 -0.5 0.142
H 2.602 -2.021 -0.954 -0.2 -1.1 -0.7 0.130
H -0.919 -2.254 -0.599 0.2 0.1 -0.6 0.164
```
Positions in Å, forces in eV/Å.

<S²>: 2.059
Frontier orbital gap (alpha / beta) in eV: 8.157 / 6.736
2S+1: 3

=====

Below is a molecular structure, C36H39AsCdF6IN4P2S2, with properties calculated with the ωB97M-V functional and the def2-TZVPD basis.

```
92
Properties=species:S:1:pos:R:3:forces:R:3:lowdin_charge:R:1
Cd 1.368 -0.417 -1.396 0.3 -0.4 0.1 1.260
N -1.155 -0.264 1.594 -0.2 -0.1 -0.1 -0.443
P -1.364 0.986 0.438 0.2 0.1 0.0 0.953
C -2.209 2.239 1.475 -0.1 -0.1 0.0 -0.363
C -3.152 3.094 0.904 -0.1 -0.2 0.1 -0.107
C -3.727 4.109 1.654 -0.1 -0.1 0.1 -0.095
C -3.370 4.286 2.984 -0.1 0.0 -0.1 -0.088
C -2.427 3.447 3.559 0.1 0.0 0.0 -0.082
C -1.845 2.434 2.806 0.0 0.1 0.0 -0.101
C -2.747 0.467 -0.636 0.0 0.0 0.1 -0.394
C -3.817 -0.306 -0.187 0.0 0.0 0.0 -0.089
C -4.830 -0.672 -1.057 0.0 0.0 0.0 -0.076
C -4.794 -0.251 -2.383 0.0 0.0 0.0 -0.076
C -3.740 0.526 -2.836 0.0 0.0 0.0 -0.083
C -2.713 0.873 -1.965 0.0 0.0 -0.1 -0.139
P -0.044 -1.504 1.234 -0.1 0.2 0.1 0.908
C 0.522 -1.978 2.908 0.0 0.0 0.0 -0.371
C 0.480 -1.090 3.978 0.0 0.0 0.0 -0.098
C 0.988 -1.456 5.219 0.0 0.0 0.0 -0.082
C 1.559 -2.706 5.397 0.0 0.0 0.0 -0.086
C 1.619 -3.596 4.330 0.0 0.0 0.0 -0.078
C 1.104 -3.234 3.095 0.0 0.0 0.0 -0.104
C -1.049 -2.974 0.812 -0.1 0.1 0.1 -0.379
C -2.144 -3.359 1.585 0.0 0.0 0.0 -0.098
C -2.907 -4.456 1.226 0.0 0.0 0.0 -0.076
C -2.574 -5.194 0.094 0.0 0.0 0.0 -0.076
C -1.476 -4.835 -0.670 0.0 0.0 0.0 -0.066
C -0.719 -3.724 -0.311 0.0 0.0 0.0 -0.117
H -1.938 -0.480 2.205 0.0 0.0 0.0 0.059
H -3.441 2.967 -0.132 0.0 0.0 0.0 0.108
H -4.458 4.764 1.196 0.0 0.0 0.0 0.109
H -3.827 5.073 3.570 0.0 0.0 0.0 0.104
H -2.139 3.581 4.594 0.0 0.0 0.0 0.103
H -1.095 1.796 3.257 0.0 0.0 0.0 0.078
H -3.864 -0.629 0.848 0.0 0.0 0.0 0.099
H -5.652 -1.281 -0.703 0.0 0.0 0.0 0.104
H -5.586 -0.538 -3.063 0.0 0.0 0.0 0.105
H -3.700 0.846 -3.869 0.0 0.0 0.0 0.103
H -1.873 1.462 -2.327 0.0 -0.1 0.0 0.059
H 0.046 -0.108 3.840 0.0 0.0 0.0 0.074
H 0.940 -0.760 6.046 0.0 0.0 0.0 0.104
H 1.955 -2.991 6.363 0.0 0.0 0.0 0.104
H 2.062 -4.574 4.463 0.0 0.0 0.0 0.106
H 1.136 -3.945 2.276 0.0 0.0 0.0 0.104
H -2.395 -2.810 2.488 0.0 0.0 0.0 0.106
H -3.757 -4.746 1.832 0.0 0.0 0.0 0.105
H -3.172 -6.051 -0.188 0.0 0.0 0.0 0.105
H -1.209 -5.408 -1.549 0.0 0.0 0.0 0.110
H 0.131 -3.439 -0.919 0.0 0.0 0.0 0.067
S 1.640 1.547 -3.839 0.2 0.2 0.0 0.474
C 0.621 2.698 -3.052 -0.1 0.0 0.1 -1.125
N 0.713 3.006 -1.790 -0.1 0.1 0.0 -0.010
C -0.238 3.947 -1.430 0.1 -0.1 0.1 -0.337
C -0.385 4.492 -0.152 0.0 0.1 0.0 -0.033
C -1.392 5.406 0.073 0.2 0.2 -0.1 -0.101
C -2.261 5.786 -0.960 0.1 0.0 0.0 -0.092
C -2.129 5.258 -2.230 0.0 0.0 0.0 -0.083
C -1.105 4.340 -2.457 0.0 0.1 0.0 -0.483
S -0.647 3.535 -3.919 0.0 0.0 -0.1 1.011
H 0.283 4.181 0.642 0.0 0.0 0.0 0.115
H -1.522 5.830 1.060 0.0 0.0 0.0 0.107
H -3.046 6.503 -0.761 0.0 0.0 0.0 0.106
H -2.798 5.555 -3.026 0.0 0.0 0.0 0.109
N 2.604 1.168 -0.375 -0.3 0.1 -0.3 -0.070
C 4.034 1.290 -0.753 0.0 -0.1 0.0 -0.252
C 4.964 0.565 0.208 0.0 0.0 0.0 -0.195
C 5.084 -0.958 0.086 -0.1 0.1 0.0 -0.183
C 3.937 -1.800 0.647 0.0 0.1 0.0 -0.256
N 2.900 -2.082 -0.363 -0.2 -0.1 -0.1 -0.063
H 2.068 1.954 -0.766 0.1 0.1 0.1 0.007
H 2.498 1.224 0.633 0.0 -0.1 0.0 0.074
H 4.302 2.349 -0.774 0.0 0.0 0.0 0.115
H 4.158 0.900 -1.762 0.0 0.0 0.0 0.087
H 4.690 0.828 1.239 0.0 0.0 0.0 0.110
H 5.959 0.985 0.048 0.0 0.0 0.0 0.112
H 5.988 -1.250 0.623 0.0 0.0 0.0 0.111
H 5.251 -1.231 -0.959 0.0 0.0 0.0 0.101
H 3.470 -1.292 1.498 0.0 0.0 0.0 0.098
H 4.347 -2.739 1.029 0.0 0.0 0.0 0.110
H 2.302 -2.826 -0.019 0.0 0.0 0.0 0.039
H 3.348 -2.458 -1.194 0.2 -0.1 -0.1 0.035
I -0.267 -0.510 -4.604 0.0 0.0 0.0 0.900
C -0.054 -1.443 -2.712 0.0 0.1 0.1 -0.799
H 0.357 -2.418 -2.965 0.0 0.0 0.0 -0.086
H -1.065 -1.543 -2.325 0.0 0.0 0.0 -0.084
F 3.315 -0.937 -2.934 0.0 0.0 0.1 -0.391
As 4.074 -2.010 -4.137 0.1 0.0 -0.1 0.700
F 4.491 -3.077 -2.815 -0.1 0.0 0.2 -0.263
F 2.556 -2.831 -4.278 -0.2 -0.1 0.1 -0.267
F 4.807 -3.059 -5.271 0.1 -0.1 -0.1 -0.224
F 3.598 -0.898 -5.360 0.0 0.1 -0.1 -0.254
F 5.550 -1.156 -3.879 0.1 0.1 0.0 -0.240
```
Positions in Å, forces in eV/Å.

<S²>: 0.758
Frontier orbital gap (alpha / beta) in eV: 7.859 / 6.352
Relative energy (zero: lowest compared OMol25 entry of this formula, charge and spin) in kJ/mol: 68.81
2S+1: 2

=====

Below is a gas-phase ion, C11H19N2OS (charge +1), with properties calculated with the ωB97M-V functional and the def2-TZVPD basis.

```
34
Properties=species:S:1:pos:R:3:forces:R:3:lowdin_charge:R:1
C 3.773 0.660 -0.799 -3.0 0.7 3.5 -0.094
C 3.464 -0.395 0.261 0.1 -0.9 0.7 -0.534
S 2.339 -1.700 -0.388 -0.1 -0.2 0.8 0.835
C 2.127 -0.466 0.982 0.4 -0.7 -0.2 -0.530
N 1.177 0.585 0.900 -0.5 0.8 -0.9 0.156
C -0.024 0.731 0.550 2.9 1.5 1.8 -0.216
C -0.619 2.207 0.579 2.7 -1.5 -0.1 -0.323
C -0.038 2.952 -0.626 -1.0 0.5 1.4 -0.012
O -1.996 2.024 0.509 -0.3 0.1 0.1 0.004
N -1.017 -0.275 0.284 -0.3 -1.3 0.5 -0.036
C -1.055 -1.445 1.243 1.5 -0.6 2.3 -0.083
C -2.219 -2.350 1.027 -0.3 0.2 -1.0 -0.084
C -2.711 -2.429 -0.191 -1.5 -0.4 -1.5 -0.087
C -2.328 -1.581 -1.418 3.3 -3.7 0.5 -0.112
C -1.036 -0.760 -1.112 -1.0 0.6 -3.0 -0.099
H 4.368 1.319 -0.224 0.8 1.4 -0.1 0.072
H 2.836 1.146 -1.174 1.0 -0.5 0.2 0.092
H 4.308 0.178 -1.495 1.9 -1.3 -2.9 0.033
H 4.399 -0.813 0.849 -2.1 0.9 -1.2 0.157
H 2.149 -0.866 2.014 0.1 0.1 -0.7 0.132
H -0.148 2.693 1.493 -1.4 -0.7 -0.6 0.178
H 0.026 2.304 -1.454 -0.1 -0.5 -1.3 0.060
H 0.954 3.262 -0.353 0.4 0.4 -0.1 0.084
H -0.707 3.806 -0.788 0.4 -0.1 -0.3 0.103
H -2.395 2.639 1.103 -0.9 0.7 0.6 0.118
H -1.796 0.289 0.547 -2.1 0.5 -0.4 0.130
H -1.072 -1.059 2.340 0.4 -0.4 -2.0 0.179
H -0.134 -2.053 1.015 -0.6 0.9 0.7 0.125
H -2.674 -3.021 1.759 0.7 0.5 0.3 0.126
H -3.552 -3.128 -0.339 0.4 0.4 -0.1 0.120
H -2.141 -2.325 -2.363 -0.5 2.1 2.2 0.187
H -3.073 -0.904 -1.599 -2.2 1.5 -0.9 0.074
H -0.097 -1.305 -1.189 -0.2 -0.1 -0.4 0.064
H -1.087 0.081 -1.941 0.7 -1.2 2.2 0.180
```
Positions in Å, forces in eV/Å.

SMILES string: C[C@@H]1S[C@@H]1/N=C(/[C@@H](C)O)[N@@H+]1CC=CCC1
Frontier orbital gap in eV: 8.985
Relative energy (zero: lowest compared OMol25 entry of this formula, charge and spin) in kJ/mol: 111.62
Net charge: +1
2S+1: 1

=====

Below is a gas-phase ion, C5H8NO2 (charge -1), with properties calculated with the ωB97M-V functional and the def2-TZVPD basis.

```
16
Properties=species:S:1:pos:R:3:forces:R:3:lowdin_charge:R:1
O -1.388 -1.987 -0.597 -0.4 -0.1 -0.3 -0.080
C -0.673 -1.238 0.092 1.0 -0.4 0.5 -0.730
O 0.140 -1.572 0.991 -0.1 0.2 -0.1 -0.075
C -0.708 0.255 -0.297 -0.7 0.2 -0.1 -0.291
C 0.395 0.571 -1.349 -0.2 -0.4 1.1 -0.133
C 1.532 1.193 -0.491 0.2 0.5 -1.4 -0.186
C 0.978 1.286 0.939 0.8 -0.6 0.0 -0.240
N -0.477 1.158 0.831 0.7 0.0 0.5 -0.025
H -1.723 0.410 -0.667 0.1 0.2 -0.2 0.125
H 0.711 -0.393 -1.744 0.0 0.2 -0.6 0.103
H 0.009 1.248 -2.109 0.1 -0.1 -0.2 0.090
H 2.432 0.604 -0.684 0.0 -0.2 0.8 0.092
H 1.824 2.181 -0.878 -0.3 0.1 0.1 0.082
H 1.247 2.220 1.431 0.0 0.1 0.0 0.094
H 1.423 0.466 1.504 -0.4 -0.1 0.2 0.092
H -0.776 2.089 0.597 -0.5 0.2 -0.3 0.081
```
Positions in Å, forces in eV/Å.

SMILES string: O=C([O-])[C@@H]1CCCN1
Frontier orbital gap in eV: 7.803
Relative energy (zero: lowest compared OMol25 entry of this formula, charge and spin) in kJ/mol: 23.17
Net charge: -1
2S+1: 1

=====

The records above give, respectively, E values of -6323.8015, -44019.1243, -14860.1583, -173987.7584, -27568.4388, -10901.0413 eV.